No. 1
{
  "formula": "C33H87N5O14PSn",
  "method": "the ωB97M-V functional and the def2-TZVPD basis",
  "total_charge": -1,
  "lumo_ev": 0.029,
  "relative_energy_kj_mol": 143.5,
  "total_energy_ha": -3192.241370,
  "largest_force_ha_per_bohr": 0.10210,
  "symbols": ["C", "O", "H", "O", "H", "H", "H", "H", "C", "C", "C", "H", "H", "C", "H", "H", "H", "H", "H", "H", "C", "H", "H", "H", "H", "H", "O", "H", "H", "H", "C", "H", "H", "O", "H", "H", "H", "H", "H", "H", "H", "H", "H", "H", "H", "H", "C", "H", "H", "C", "C", "H", "H", "H", "H", "O", "C", "C", "C", "C", "C", "H", "C", "H", "C", "H", "H", "H", "H", "H", "H", "H", "H", "C", "C", "C", "O", "P", "O", "N", "O", "H", "H", "C", "H", "C", "H", "C", "C", "O", "H", "H", "N", "C", "O", "H", "H", "C", "H", "C", "C", "H", "H", "H", "N", "H", "H", "H", "H", "H", "H", "H", "H", "H", "H", "H", "H", "O", "C", "H", "N", "H", "C", "H", "H", "H", "H", "H", "H", "O", "C", "H", "N", "H", "O", "H", "Sn", "O", "C", "H", "C"],
  "xyz": [[4.06087, 2.18154, 4.82432], [-0.00362, -0.70376, 3.15447], [-4.50299, 2.53688, 1.02417], [-0.75812, 3.47029, -3.32098], [1.33031, -1.18268, -5.84233], [1.57321, -5.86188, 2.71172], [-3.81486, 4.59747, -2.30472], [-5.44703, 3.14592, -0.33419], [-4.99954, -3.88137, 2.14963], [3.22701, 0.84677, 2.25982], [-3.31649, 3.68501, -0.36164], [3.20602, -2.00974, -0.60756], [0.33908, -2.97426, -3.62149], [2.01648, -3.70008, -2.36335], [0.60738, 1.62423, 4.46381], [0.83517, -2.28061, -1.51919], [0.31464, -4.64655, -3.24878], [-1.31020, 0.86027, 3.20327], [0.08578, -3.49593, 4.29813], [4.53176, 2.29554, 5.80518], [-0.01855, 3.11388, 1.59441], [-1.93260, 2.69311, -1.22604], [-2.47914, 0.03764, 5.17284], [-2.86269, 1.68563, -0.61481], [3.00827, -0.22507, -2.77637], [-4.88716, 5.55550, 2.87240], [-0.19433, -0.92710, -1.66166], [2.94813, -3.20528, -2.66558], [5.17775, 1.54127, 1.81594], [-3.66488, 5.81036, -0.98913], [1.61067, 5.08848, 1.07596], [-0.43817, 2.85846, -2.62560], [-3.95315, 4.10151, 2.77288], [1.90435, -4.37019, 1.42769], [2.88006, -6.20906, 1.50953], [4.02102, -0.48070, 3.72944], [0.66162, -5.69377, -5.44997], [-4.68416, -0.14857, 0.69292], [1.46626, -4.68135, -6.64303], [2.26756, -4.69156, -1.97650], [4.03907, 2.85571, 2.29346], [0.15500, 6.27582, -4.91342], [2.74275, -1.72645, -4.83204], [0.69366, 2.50455, 2.15009], [-5.37544, -2.44785, 0.53478], [2.30825, 1.18734, 2.74516], [2.92154, -3.74840, 0.66632], [-2.47448, 3.69210, 0.33564], [1.11858, 5.62876, 1.88892], [3.05097, 0.58392, -3.51084], [-2.60468, -5.27306, 3.48741], [1.75124, -1.92925, 0.45154], [-0.70262, 1.36182, 5.66918], [-2.28582, 5.01255, -1.70721], [-4.94652, 0.08868, 2.43537], [-5.12703, 4.54160, 1.05003], [-3.29683, -5.66228, 2.18826], [3.30150, -1.68496, -7.36521], [2.42697, -5.46107, 2.16189], [1.34792, 4.01678, -4.16434], [-0.53485, 5.55129, -4.47770], [0.14547, -0.22426, 2.31953], [2.29374, -0.90872, -5.40114], [0.71685, 1.03579, -3.22944], [0.70553, 3.96037, 0.54866], [-2.67942, -1.18186, 4.00627], [-0.70804, 2.47597, 1.04338], [-3.34594, -4.87000, 4.18228], [0.58282, 0.23506, 5.49668], [3.36317, 1.36249, 5.01550], [2.48837, 4.64861, 1.55170], [3.78065, -2.57634, -6.94327], [4.35071, -1.04735, 2.04144], [-4.65873, 3.40381, 0.37471], [-0.86380, 0.11951, 3.87424], [-4.34689, 4.92402, 2.16893], [4.96637, 1.83397, 3.81498], [-0.57193, 0.26571, -0.73233], [-2.09454, -0.02187, -0.54885], [1.46444, -3.02101, -1.19690], [0.21703, 0.17741, 0.58503], [3.62763, 3.17649, 4.68715], [-0.09202, -4.16644, -5.87317], [-1.91323, -0.73165, 4.63751], [-0.91177, 4.97175, -5.32346], [-5.19198, -2.49780, 1.61241], [-2.23892, -6.21017, 3.91913], [3.64080, -0.56113, 2.70919], [2.38303, -2.57540, -0.15752], [1.69893, -4.13489, -4.69880], [-6.06757, -2.14224, 2.17309], [1.07862, 2.47023, -0.66792], [-3.83443, -4.50292, 1.45791], [-4.26428, -0.32957, 1.68444], [-0.33701, 1.54923, -1.62724], [2.12572, 0.34940, 0.70423], [-0.58153, 3.70443, 2.32072], [2.00275, 0.32316, -4.58258], [-0.23318, -5.18231, 4.66697], [0.87312, -4.65704, -5.73023], [-3.31227, 4.85142, -1.37134], [-1.46263, -1.42264, 5.34726], [3.82712, -1.40060, -8.27518], [2.32275, -2.10277, -7.62605], [3.05981, 0.75823, 0.81363], [-1.38555, -3.91176, 5.19525], [-4.12566, -4.82112, 0.54308], [-4.80257, -3.73203, 3.21277], [1.85954, 3.28029, -3.54441], [-1.38563, 6.14548, -4.13829], [4.06880, 0.50235, -3.89744], [-5.83231, -4.59173, 2.16610], [-4.12292, -6.36750, 2.33569], [-3.47633, 5.43878, 1.75491], [2.77896, 1.69231, 0.52066], [2.85356, 1.49076, -2.94139], [2.11486, 4.79311, -4.24994], [-4.10787, -1.69696, 1.96246], [4.37703, 1.83507, 2.49316], [0.62642, -0.42492, -3.08192], [-2.93658, 2.53381, -1.18068], [-0.06962, 4.44245, -0.05745], [1.00575, -3.83201, -3.48914], [3.45428, -4.40096, -0.03358], [1.89310, 5.83028, 0.33053], [3.07138, -5.12523, 2.98042], [1.90729, 1.15808, -5.27937], [2.77027, -1.21997, 2.72227], [-3.31707, 0.18050, 1.84799], [-1.49136, -4.40806, 3.24069], [-0.06660, 0.89363, 4.91445], [-2.53559, -6.18353, 1.60573], [0.71303, 0.23756, -3.86042], [3.65852, -3.36867, 1.38046], [3.23465, -0.64859, -6.43792], [0.33171, 5.15476, -2.57464], [-2.54440, 0.14434, -3.25179], [1.59902, 3.14943, -0.21040], [0.10488, 4.57923, -3.47499], [1.16591, 3.62824, -5.16512], [-0.70914, -4.23331, 4.39780]]
}

---

No. 2
{
  "formula": "C3H7NO2",
  "method": "the ωB97M-V functional and the def2-TZVPD basis",
  "lumo_ev": 0.643,
  "relative_energy_kj_mol": 52.4,
  "total_energy_ha": -323.761016,
  "largest_force_ha_per_bohr": 0.00770,
  "smiles": "NC(=O)CCO",
  "symbols": ["H", "H", "O", "C", "C", "H", "H", "H", "O", "C", "N", "H", "H"],
  "xyz": [[-1.08555, -0.62687, 0.89195], [1.93913, 1.37846, 1.43456], [-0.71718, 1.06709, -1.12209], [-0.37771, -0.31414, -1.13283], [-0.21326, -0.89004, 0.27890], [0.57122, -0.39869, -1.67320], [-0.13475, -1.97967, 0.23380], [-1.67845, 1.14267, -1.13765], [2.01600, -1.09355, 1.16607], [1.06276, -0.37426, 0.92733], [1.04523, 0.96515, 1.20622], [0.38316, 1.53819, 0.69838], [-1.12829, -0.89487, -1.68159]]
}

---

No. 3
{
  "formula": "C5H5Cl15",
  "method": "the ωB97M-V functional and the def2-TZVPD basis",
  "lumo_ev": 0.297,
  "relative_energy_kj_mol": 15.0,
  "total_energy_ha": -7096.371237,
  "largest_force_ha_per_bohr": 0.02021,
  "smiles": "ClC(Cl)Cl.ClC(Cl)Cl.ClC(Cl)Cl.ClC(Cl)Cl.ClC(Cl)Cl",
  "symbols": ["Cl", "Cl", "H", "C", "Cl", "Cl", "Cl", "C", "Cl", "Cl", "H", "Cl", "C", "H", "Cl", "Cl", "H", "H", "Cl", "Cl", "C", "Cl", "Cl", "Cl", "C"],
  "xyz": [[0.12526, -1.08893, -1.63088], [-1.53388, 1.23964, -1.14078], [0.12515, 0.36857, 0.22430], [-0.63592, -0.08664, -0.39501], [-4.35229, 1.97898, 1.39428], [4.71243, -0.33426, 2.07456], [3.00082, 1.41069, 3.60839], [-4.93811, 1.69902, -0.25282], [-1.77621, -5.43872, -3.25380], [1.87321, -0.88288, 2.24620], [3.48184, -0.91095, 3.95891], [2.13014, 4.64067, -0.58825], [3.26933, -0.25679, 3.12464], [-4.32676, 0.94445, -0.73067], [4.64116, 3.32246, 0.20241], [2.26531, 1.77588, -0.57602], [2.56130, 3.22119, 1.23803], [-0.42857, -3.63749, -2.95501], [1.07617, -5.48994, -2.63495], [-0.77595, -4.38105, -0.73448], [-0.43596, -4.59766, -2.45569], [-6.60094, 1.18756, -0.31927], [-1.67293, -1.05646, 0.66351], [-4.66701, 3.13851, -1.27311], [2.88243, 3.23415, 0.20549]]
}